Below is a cluster of 2 separate species, C5H8N in total in a non-equilibrium geometry, with properties calculated with ωB97M-V/def2-TZVPD.

Geometry (Å):
C (-1.3607, -1.2612, -1.0712)
C (-0.5532, 2.1707, -0.2166)
C (-0.9279, 1.0170, -0.3101)
C (-1.6859, -1.4505, 0.3926)
C (2.2211, 0.3633, 0.4339)
N (-1.2141, -0.2471, -0.3039)
H (-1.5994, -1.7186, -2.0185)
H (-0.1227, 3.0523, -0.3703)
H (2.7369, 1.0584, -0.0911)
H (-2.7120, -1.4182, 0.7021)
H (-0.8600, -1.9464, 0.9531)
H (1.6724, -0.4243, -0.2423)
H (2.7972, -0.2322, 1.1494)
H (1.6083, 1.0369, 0.9930)

Results
Charge: +1
Orbital gap (spin up / spin down) (Ha): 0.3261 / 0.3261
E_HOMO (spin up / spin down) (hartree): -0.5603 / -0.5603
2S+1: 1